Record 1
15
Properties=species:S:1:pos:R:3:forces:R:3 method="wB97M-V/def2-TZVPD" largest_force_ev_per_a=6.3 energy_ha=-250.5365 lumo_ev=1.07 homo_energy_ev=-8.77 smiles="C=C/C=C/CN"
N -2.5901 1.2390 -0.1039 -0.8 -1.9 -0.4
C -1.3235 0.9462 -0.7807 -1.2 -1.9 -1.0
C 2.6781 -0.6665 1.0204 2.4 -2.6 -1.0
C 1.6693 -1.2141 0.3517 -2.0 -0.5 -0.8
C 0.6502 -0.4123 -0.3684 -1.4 -2.9 4.6
C -0.6340 -0.2615 -0.0955 2.7 4.3 -3.7
H -2.8899 0.2560 0.1323 -0.6 2.1 0.4
H -2.5947 1.8922 0.7070 0.5 -1.2 -0.9
H -0.8907 1.8748 -0.9655 2.0 1.4 0.7
H -1.3792 0.6371 -1.8889 -1.1 0.1 1.3
H 3.5969 -1.3641 1.1603 -1.8 1.3 0.6
H 2.8911 0.3894 1.0521 -0.3 0.2 0.0
H 1.3548 -2.2627 0.1716 1.5 0.1 0.8
H 1.0797 0.2630 -0.9161 2.1 3.9 -3.6
H -1.2773 -0.7097 0.5099 -2.0 -2.6 2.8

Record 2
10
Properties=species:S:1:pos:R:3:forces:R:3 method="wB97M-V/def2-TZVPD" largest_force_ev_per_a=7.1 energy_ha=-698.4824 lumo_ev="0.62 / -3.09" homo_energy_ev="-7.86 / -10.92" spin_multiplicity=3
C 1.8933 2.2739 -0.8688 2.0 0.4 -0.3
N 2.9227 2.7679 -0.6597 -1.8 -0.6 0.0
N -0.2297 -0.0993 1.1237 -0.9 1.1 0.9
O -0.6944 -0.2890 -1.3248 -0.9 0.9 -1.6
O -1.9335 -2.4008 0.2272 0.7 2.9 5.9
S -0.0806 -1.0425 -0.2493 1.8 0.4 1.8
H 1.0811 1.7013 -1.2740 -0.2 0.2 0.4
H -2.1787 -2.8652 -0.4693 -2.0 -3.7 -5.7
H -1.0613 0.3488 1.5750 0.3 -0.8 -1.7
H 0.2811 -0.3951 1.9199 1.2 -0.7 0.4

Record 3
14
Properties=species:S:1:pos:R:3:forces:R:3 method="wB97M-V/def2-TZVPD" largest_force_ev_per_a=3.1 energy_ha=-191.6199 lumo_ev="4.36 / 4.64" homo_energy_ev="1.47 / -4.99" spin_multiplicity=2 charge=-1
C 1.1876 -2.0946 0.5101 -0.1 -2.8 0.9
H 1.5966 -1.1126 0.5478 -0.2 0.8 0.0
H 1.0888 -2.5695 1.5424 0.4 0.8 -0.9
H 1.9025 -2.7214 -0.0523 -0.3 0.1 0.2
H 0.1890 -2.2801 0.0838 0.3 0.8 -0.2
N 0.3254 1.4868 -0.9835 1.0 -2.2 0.0
C -0.3647 1.1496 0.2407 -0.1 -0.1 -0.2
N -1.7820 0.9148 0.1729 0.5 -0.3 2.2
H 0.1521 0.7606 -1.7138 0.2 0.6 0.9
H 0.1120 2.3362 -1.3848 -0.9 2.3 -0.8
H 0.1823 0.2828 0.5744 -0.5 -0.4 0.4
H -0.3089 1.8589 1.0504 0.9 0.7 -0.1
H -2.2760 1.7145 -0.0844 -0.7 1.9 -0.3
H -2.0047 0.2739 -0.5038 -0.5 -2.3 -2.0

Record 4
6
Properties=species:S:1:pos:R:3:forces:R:3 method="wB97M-V/def2-TZVPD" largest_force_ev_per_a=14.0 energy_ha=-768.2530 lumo_ev="-0.09 / -2.78" homo_energy_ev="-9.50 / -9.37" spin_multiplicity=3
S -1.0614 -0.0967 -0.3123 0.4 -2.6 0.4
F 2.6421 1.1301 -0.0902 12.8 5.7 -0.3
O -0.9987 -1.6208 -0.5345 -0.3 3.4 0.9
Pt 1.1437 0.4610 -0.0724 -12.3 -5.5 0.0
O -1.1356 0.1972 1.3720 -0.5 -1.2 -0.7
H -1.1690 1.1414 1.5678 0.0 0.3 -0.3